A molecular structure, C16H28HfN6O4, computed with wB97M-V/def2-TZVPD.

Structure (XYZ):
```
55
Properties=species:S:1:pos:R:3:forces:R:3:lowdin_charge:R:1
Hf -0.2097 0.4786 0.1833 -0.0624 0.0295 -0.1357 1.862
O -0.0906 -0.8928 -1.2157 -0.0760 -1.6603 -0.2859 -0.188
O -2.0426 0.2935 1.0195 0.2109 0.4367 0.5140 -0.159
O 3.5829 1.6914 1.5277 1.5908 0.3076 -0.8552 0.098
O 1.6356 1.4397 0.3952 0.3153 -1.0127 0.8341 -0.095
N 2.0008 0.5414 2.4622 -1.7041 -1.0825 0.5376 0.106
N 1.0052 -2.8586 -1.8794 -1.0045 0.0404 2.6501 -0.016
N -0.8357 2.2384 -0.9492 -0.1723 -0.2719 0.9727 -0.059
N 0.5865 0.3010 2.4857 0.3266 -0.1445 0.1084 0.032
N -2.9491 2.3106 1.4700 0.9659 -0.1827 -0.2854 0.167
N -0.2075 -2.7372 0.2407 0.0797 2.1463 -1.1879 -0.103
C -4.3144 0.3362 1.8149 -0.6387 0.3914 1.4472 0.068
C 1.2992 -2.5901 -3.2750 -0.0785 0.4131 -0.6277 0.036
C 2.4305 1.2269 1.4095 0.0270 1.1488 -0.9998 -0.529
C 0.7298 -3.6810 0.8662 -0.4382 -1.7400 -1.2355 -0.148
C -0.8917 3.3951 -2.9909 0.4820 0.5229 -0.4038 0.019
C -1.6780 2.9901 1.1633 0.1346 0.6747 2.1129 -0.072
C -1.7218 -3.0129 0.4036 1.2278 1.0953 -0.5546 0.045
C 0.2075 -2.2176 -1.0213 1.1231 -0.3044 -0.3641 -0.287
C -0.5368 2.3113 -2.2541 -0.9072 -0.1525 1.1170 -0.068
C -1.4312 4.4950 -2.3555 -0.4495 0.4972 0.5682 0.090
C -1.4603 3.2760 -0.2835 1.0931 -0.6041 -0.9229 -0.224
C 4.5301 2.0800 0.3658 -0.9345 0.1724 -0.2726 0.148
C 2.0564 -3.7571 0.1358 0.3842 1.2330 0.1462 -0.129
C 1.8479 -4.0141 -1.3376 0.8109 1.5329 -0.5247 -0.058
C -1.7226 4.4359 -0.9475 -0.0353 0.0027 -1.4668 0.080
C -3.0409 1.0066 1.4505 -1.5342 -0.3832 -0.9204 -0.374
H 5.2874 2.6904 0.8372 -0.1227 0.1535 0.1504 0.117
H -3.7729 2.8807 1.6274 -0.0897 -0.0873 0.2663 0.200
H 0.2848 -4.6717 0.8219 -0.1472 -0.3053 -0.0668 0.145
H -0.6233 3.3556 -4.0295 -0.2052 0.4160 -0.4122 0.145
H -4.6104 -0.5071 1.2141 0.5306 -0.4713 -0.2921 0.108
H 2.5165 0.4117 3.3323 0.2282 0.2043 -0.2906 0.212
H 0.2177 0.9216 3.2101 -0.3525 -0.0457 -0.0905 0.148
H -4.2194 0.0223 2.8853 0.0194 -0.0872 -0.6912 0.146
H -1.6160 3.8611 1.8779 -0.1370 -0.4358 -1.1944 0.187
H 1.3718 -1.5275 -3.5316 -0.4505 -0.2703 0.0740 0.111
H -0.1109 1.4381 -2.6758 0.5511 -0.6418 -0.5394 0.118
H 1.4904 -4.9777 -1.6536 -0.6084 -0.3998 0.1878 0.152
H 2.6815 -4.5487 0.5070 0.1270 -0.3899 0.5224 0.140
H -2.3105 -2.1258 0.1163 0.4051 -0.3198 0.0728 0.075
H -5.2118 0.9768 1.8246 0.6179 0.2860 -0.0873 0.127
H 4.9594 1.1495 0.0165 -0.0511 -0.1511 0.0434 0.109
H -0.8411 2.3617 1.5843 -0.6426 0.4382 -0.3436 0.093
H 0.5539 -3.1630 -3.8455 0.1967 0.5492 -0.1786 0.139
H 0.7922 -3.4801 1.8979 0.3366 0.5583 1.2852 0.114
H -1.9758 -3.8168 -0.2559 -0.2884 -0.6637 -0.1211 0.104
H -1.6269 5.3890 -2.9700 -0.0506 -0.3322 0.6536 0.162
H 3.9667 2.6078 -0.4359 0.3155 -0.3570 0.8546 0.118
H 2.2701 -3.0345 -3.4555 0.0369 0.0872 -0.2984 0.102
H -1.9160 -3.2314 1.4430 0.0926 -0.2294 0.1760 0.105
H 2.6602 -2.7999 0.2797 -0.6797 -1.0233 -0.3030 0.144
H 0.3686 -0.6544 2.8082 0.4553 0.2206 -0.0105 0.145
H -2.1823 5.2578 -0.4339 -0.0680 0.4050 0.0580 0.144
H 2.8164 -3.8717 -1.8808 -0.7557 -0.2137 0.6097 0.151
```
Positions in Å, forces in eV/Å.

Computed properties:
**Total charge**: +4
**HOMO**: -21.25 eV
**ΔE to the lowest compared entry with this formula, charge and spin**: 17.6 kcal/mol
**Kohn-Sham gap**: 8.35 eV
**Maximum force**: 2.83 eV/Å
**Multiplicity**: 1



A molecular structure, C16H28ILaO2P2, computed with wB97M-V/def2-TZVPD.

Structure (XYZ):
```
50
Properties=species:S:1:pos:R:3:forces:R:3:lowdin_charge:R:1
La -0.0083 -0.9421 -0.5190 0.1352 -2.1321 0.9215 0.928
I -0.1859 -3.1709 -2.5664 0.0032 0.2023 -0.3533 -0.166
P -2.7044 0.0040 -0.1174 -1.3515 -0.0157 0.3625 0.683
P 2.7424 -0.0346 -0.1603 1.4566 -0.1068 0.2091 0.676
O 0.0341 1.5002 -4.3986 0.0070 -3.3825 -6.0041 0.338
O -0.0614 2.5923 0.6563 0.2050 -4.5097 -1.6952 0.115
C -1.7104 -1.4086 3.6424 0.3359 0.4678 -0.5110 -0.066
C -0.1491 0.7664 4.4189 -0.3325 -0.0440 0.4666 -0.083
C -3.5381 0.1542 -1.7483 -0.0640 0.2164 -0.4328 -0.268
C 3.4205 0.0483 -1.8663 -0.0155 0.1994 -0.4256 -0.276
C 3.7465 -1.4777 0.3953 -0.0951 -0.2201 0.2659 -0.255
C -2.1561 -0.5591 4.6541 0.1774 0.0033 0.0944 -0.079
C -0.4842 -1.1503 2.9661 -0.4921 0.0801 0.2904 -0.345
C -0.0192 1.5073 0.2386 -0.1932 6.0361 2.0595 -0.176
C 0.2981 -0.0669 3.4093 -0.5957 -0.2284 -0.3719 -0.087
C 0.0068 -0.0396 -6.4872 0.0211 0.0903 -0.4002 0.086
C 0.0295 0.8718 -5.3905 -0.0614 2.7256 6.0315 0.080
C 3.4877 1.3583 0.7401 0.2237 0.5038 0.2615 -0.263
C -1.3689 0.5254 5.0598 0.0533 -0.1161 -0.1538 -0.079
C -3.3028 1.3476 0.9432 -0.2839 0.5458 0.2532 -0.254
C -0.0450 -1.9558 1.8078 0.1677 -0.3436 -0.9503 -0.307
C -3.6751 -1.4270 0.5007 -0.0798 -0.3327 0.1922 -0.245
H 2.8325 -0.6207 -2.5161 0.2318 0.1120 0.1281 0.023
H 3.3837 1.0612 -2.2897 -0.0634 -0.1993 0.1628 0.050
H 0.9184 -0.6703 -6.4592 -0.3074 0.2316 0.1422 0.160
H 4.7769 -1.2913 0.0441 -0.3828 -0.1894 0.3080 0.059
H -1.6853 1.1525 5.8943 0.0560 -0.1197 -0.3355 0.111
H -3.6245 -1.5700 1.5952 0.1428 0.2302 -0.5626 0.044
H 3.3740 -2.4059 -0.0724 0.1774 0.3357 0.1319 0.056
H -3.0436 1.1514 2.0043 -0.0294 -0.0338 -0.5874 0.061
H -3.0281 -0.5082 -2.4705 -0.2369 0.1935 0.2376 0.026
H -0.7521 -2.7737 1.5746 0.3415 -0.1010 0.3232 0.038
H 4.5841 1.3533 0.6091 -0.4279 -0.0004 0.0169 0.068
H 3.0933 2.3243 0.3762 0.1663 -0.4266 0.1221 0.051
H 0.4576 1.6013 4.7371 0.0822 0.0570 0.0577 0.106
H -3.1106 -0.7521 5.1535 0.3862 0.0102 -0.1626 0.114
H 4.4665 -0.2966 -1.8860 -0.3702 0.1703 0.0238 0.060
H -4.7163 -1.2012 0.2090 0.3589 -0.3094 0.2507 0.059
H -3.5348 1.1799 -2.1483 0.1053 -0.2878 0.1918 0.053
H 3.7363 -1.6225 1.4917 -0.0468 0.1691 -0.5404 0.064
H -2.8753 2.3270 0.6610 -0.2168 -0.4569 0.0770 0.047
H -4.4027 1.4036 0.8590 0.4194 0.0343 0.0763 0.070
H 1.2499 0.1114 2.9186 0.0991 0.0609 0.0582 0.086
H -2.3188 -2.2664 3.3411 0.2645 0.2203 0.1417 0.107
H -0.9151 -0.6552 -6.4369 0.3290 0.2496 0.1554 0.161
H 3.2770 1.2973 1.8262 0.0196 -0.0862 -0.5856 0.057
H 0.9844 -2.3642 1.9146 -0.5090 0.0226 0.0342 0.047
H -3.3528 -2.3634 0.0116 -0.2088 0.3552 0.1334 0.058
H -4.5859 -0.1804 -1.6680 0.4004 0.1936 -0.0307 0.058
H 0.0020 0.5634 -7.4052 -0.0025 -0.0746 -0.0781 0.150
```
Positions in Å, forces in eV/Å.

Computed properties:
**Total charge**: +2
**HOMO**: -12.18 eV
**ΔE to the lowest compared entry with this formula, charge and spin**: 0.0 kcal/mol
**Kohn-Sham gap**: 3.76 eV
**Maximum force**: 6.89 eV/Å
**Multiplicity**: 1



A molecular structure, C16H28InN2O7, computed with wB97M-V/def2-TZVPD.

Structure (XYZ):
```
54
Properties=species:S:1:pos:R:3:forces:R:3:lowdin_charge:R:1
In -0.1213 0.6006 -0.3744 0.0003 0.1872 -0.0848 1.110
O 3.0800 0.6511 3.9774 0.2755 -0.3639 -0.1583 -0.196
O -1.3864 -1.9121 0.0151 -0.4967 0.2132 0.1779 0.022
O 0.1568 -6.2693 -2.6443 -0.4003 0.2867 0.3656 0.186
O -1.4363 0.3512 -2.9933 -0.1540 -0.3309 -0.0794 -0.284
O -1.8544 0.6552 1.9357 -0.3743 0.3941 0.0967 -0.314
O -1.8317 -6.3960 -0.7104 0.6422 0.2916 -1.0948 0.183
O 0.5813 -1.7675 -1.7382 0.7406 0.4240 -0.2231 0.021
N 1.0941 1.3781 -2.7912 -0.1852 0.3567 -0.2720 -0.023
N 0.9707 1.4832 2.3120 0.1586 -0.0743 0.4705 -0.114
C -0.2034 -5.2608 -2.0460 0.2053 -2.4531 -1.1793 -0.341
C -0.9892 1.1347 -4.0734 0.2506 0.4471 -0.3850 -0.220
C 0.0559 2.1047 -3.5738 0.7786 0.2067 -0.4258 -0.428
C -3.0454 -0.0853 2.0925 -0.1081 -1.0377 -0.1229 -0.106
C -1.3714 1.1206 3.1686 1.0992 0.3162 0.8230 -0.231
C 2.7817 2.0287 3.9262 0.0517 0.2161 0.2144 -0.231
C 2.1571 2.3152 2.5683 0.4847 0.1503 -0.0955 -0.194
C 0.5015 -4.0751 -2.2305 0.3748 1.8250 0.5874 0.224
C 0.1014 -2.8613 -1.5638 -1.4235 -0.3251 0.2757 -0.315
C -2.1459 -0.7892 -3.4368 -0.4259 -0.0371 0.4248 -0.087
C 0.7076 2.8535 -4.7343 -0.2300 0.6910 -0.6522 -0.063
C -1.1218 -2.9291 -0.5890 1.2866 0.0295 -0.0566 -0.304
C -1.7182 -4.2094 -0.3231 0.3256 1.5329 -0.5860 0.238
C -0.1901 2.0716 2.9990 -0.3082 0.0699 -0.4511 -0.212
C 3.3265 0.2053 5.2912 -0.9265 0.2370 0.9194 -0.105
C -1.3171 -5.3350 -1.0689 -1.1897 -2.1049 1.7320 -0.316
H -3.3361 -0.4932 1.1253 0.0437 0.2956 -0.1010 0.079
H 1.4436 0.6352 -3.3952 -0.0963 -0.1612 0.1739 0.089
H 0.0481 2.4623 3.9938 0.0860 -0.1768 0.1337 0.118
H -0.5812 0.5431 -4.9046 0.2208 -0.4011 0.2887 0.140
H 3.7327 -0.7997 5.3362 0.1457 -0.0026 -0.4935 0.089
H -3.8847 0.4693 2.5165 0.1968 0.3241 0.0096 0.099
H 1.3720 -4.0999 -2.8746 -0.0064 0.1009 -0.0617 0.160
H -2.4831 -4.3319 0.4321 -0.0152 0.0208 0.0614 0.160
H -2.8602 -0.9667 2.7199 -0.0063 0.1289 0.1639 0.097
H -0.4269 2.8670 -2.9575 0.0128 -0.2487 0.3637 0.139
H -0.0217 3.2267 -5.4628 -0.1142 -0.2109 0.1000 0.087
H -1.4749 -1.5300 -3.8820 -0.0376 0.1475 -0.3114 0.095
H -2.1057 1.6283 3.8036 -0.4195 0.1381 -0.5063 0.132
H -0.4709 2.9553 2.4173 -0.2563 -0.0919 -0.0371 0.125
H -2.6316 -1.2632 -2.5804 0.1368 0.1791 0.1221 0.087
H 2.3680 0.1889 5.8298 0.0088 -0.1303 0.0567 0.089
H 1.8731 3.3658 2.4809 -0.0025 0.0161 0.1600 0.124
H 3.9513 0.8748 5.8892 0.3430 0.0833 -0.3712 0.091
H 1.2181 3.7649 -4.4149 0.0741 -0.1615 0.3136 0.083
H 1.4410 2.2753 -5.2995 -0.1126 -0.3005 0.1549 0.086
H 1.8901 2.0083 -2.7165 -0.0265 -0.0016 0.2372 0.085
H 1.1872 0.5843 2.7450 -0.1191 -0.0062 -0.1193 0.102
H 3.7149 2.5834 4.0847 -0.1543 0.2298 -0.1505 0.133
H -1.0417 0.2923 3.8140 0.0430 -0.2994 -0.2669 0.133
H -1.7976 1.6977 -4.5538 -0.2447 0.0244 0.2973 0.140
H -2.9539 -0.4879 -4.1084 0.1566 -0.1848 -0.2577 0.103
H 2.9524 2.1738 1.8305 -0.2984 -0.3252 -0.2170 0.119
H 2.0958 2.3119 4.7364 -0.0100 -0.1341 0.0362 0.116
```
Positions in Å, forces in eV/Å.

Computed properties:
**Total charge**: +1
**HOMO**: -11.01 eV
**ΔE to the lowest compared entry with this formula, charge and spin**: 12.3 kcal/mol
**Kohn-Sham gap**: 3.36 eV
**Maximum force**: 2.97 eV/Å
**Multiplicity**: 1



A molecular structure, C16H28MnN2O3P2, computed with wB97M-V/def2-TZVPD.

Structure (XYZ):
```
52
Properties=species:S:1:pos:R:3:forces:R:3:lowdin_charge:R:1
Mn -0.2101 0.1007 -0.0012 -1.2918 0.2651 2.5474 0.762
P 1.2979 -0.0231 -2.4466 0.2502 0.0866 -0.2391 0.926
P -1.1238 0.7582 2.1036 0.4705 1.2393 -0.4587 0.777
O -3.6620 -1.4836 -4.3131 -0.2764 0.4365 -0.1939 -0.046
O -0.6893 -1.8160 -0.1628 0.1936 0.9198 -1.2217 -0.319
O -2.3395 2.0447 -0.8882 -1.3082 0.0546 -1.1086 -0.071
N 0.7505 1.9434 0.1023 -0.6483 -0.8528 -0.6163 -0.040
N -0.1516 -2.6801 0.7180 -1.5845 -0.0112 -0.1686 -0.245
C -0.8421 2.5048 1.8644 -0.7038 1.1558 -1.2693 -0.291
C 0.5392 4.2499 0.8160 1.0149 1.2906 -0.7944 -0.033
C 1.6871 4.5686 0.1116 -1.3887 0.3870 1.1185 -0.056
C 2.2822 3.5728 -0.6722 0.5063 -2.0062 -1.2297 -0.069
C 0.9766 -4.1963 2.7095 1.2253 -0.4309 0.0607 -0.116
C -0.3350 -3.7689 2.8050 -1.5189 0.9078 -0.5143 -0.091
C 1.7015 -3.8555 1.5553 -0.3459 0.2841 -0.1007 -0.082
C 2.3379 1.2665 -1.7208 0.2396 0.3572 0.6721 -0.232
C 1.1145 -3.1149 0.5579 1.9627 -0.2804 -0.0477 -0.093
C 0.6628 0.5490 -4.0241 -0.5148 0.2000 -0.6758 -0.190
C 2.2339 -1.5274 -2.6983 0.1470 -0.3371 -0.0480 -0.199
C -2.8139 0.3242 2.6087 0.0117 0.0042 0.5230 -0.234
C -0.9265 -3.0267 1.7943 0.7485 -0.6656 1.6707 -0.066
C 0.1259 2.8996 0.9239 -1.0260 -1.3154 0.8767 -0.386
C 1.7336 2.2931 -0.7496 0.5917 1.8870 0.6720 -0.349
C 0.1449 0.5367 3.3751 -0.2932 -0.5348 0.7291 -0.246
H 1.4403 0.4220 -4.8046 -0.2906 0.0756 0.4964 0.080
H 2.9448 -1.6428 -1.8633 -0.1590 -0.0084 -0.4552 0.066
H -3.2747 2.2432 -1.1633 0.9898 -0.3827 0.8646 0.087
H 0.3182 -0.4663 -1.4474 0.8316 -0.3230 -2.1671 -0.042
H 1.0581 1.0601 3.0485 -0.4821 -0.2051 0.0139 0.054
H -3.5351 0.6403 1.8327 0.4709 -0.1129 0.3501 0.052
H -0.2214 -0.0285 -4.3403 0.3309 0.1166 0.1573 0.069
H 0.3576 -0.5198 3.5388 0.0735 -0.0192 0.2737 0.031
H 1.6415 -2.8271 -0.3571 -0.4494 -0.2163 0.4026 0.079
H -1.5777 3.2970 2.1410 0.8465 -0.7691 0.2326 0.087
H 3.1834 3.7409 -1.2399 0.0290 0.3563 -0.1684 0.103
H -0.0789 5.0047 1.3086 0.4967 -0.2324 0.0532 0.121
H -3.2689 -1.1190 -3.5278 0.5779 -0.1838 0.7174 0.005
H -4.3806 -0.8503 -4.4202 -0.2948 -0.2514 -0.4864 0.041
H -1.9180 2.1847 -1.7439 0.4192 0.1638 0.0704 0.031
H 1.5225 -2.3695 -2.6653 0.3012 0.2486 -0.1493 0.074
H 1.4524 -4.7726 3.4965 -0.1672 0.1031 -0.1353 0.100
H 0.3816 1.6147 -3.9841 0.1471 -0.3955 0.1070 0.072
H 2.7339 1.8401 -2.5789 0.1855 -0.4244 0.3917 0.113
H 2.7264 -4.1602 1.4469 0.1947 -0.1066 -0.1234 0.101
H -0.2429 1.0224 4.2813 0.3841 -0.2157 -0.0229 0.058
H -0.9298 -3.9851 3.6819 -0.0529 -0.1134 -0.0432 0.107
H 3.1396 0.7228 -1.1821 -0.1455 0.2723 -0.4312 0.114
H -1.9382 -2.6595 1.8344 0.0188 -0.0421 -0.2663 0.100
H -3.0748 0.7840 3.5781 -0.0143 -0.2583 -0.4062 0.058
H -2.8311 -0.7777 2.6896 -0.1660 0.5393 0.0902 0.029
H 2.7449 -1.4948 -3.6789 -0.1267 -0.0732 0.5910 0.079
H 2.1241 5.5793 0.1511 -0.4105 -0.5836 -0.1403 0.122
```
Positions in Å, forces in eV/Å.

Computed properties:
**Total charge**: +1
**HOMO (alpha / beta)**: -7.15 / -9.21 eV
**Kohn-Sham gap (alpha / beta)**: 4.01 / 5.72 eV
**Maximum force**: 2.87 eV/Å
**Multiplicity**: 7



What is the multiplicity in the first record? 1



Among the records above, which one has the lowest maximum force? C16H28HfN6O4



The highest maximum force belongs to which entry? C16H28ILaO2P2